This record from the OMol25 dataset describes C8H25F2NO9S2V as an isolated structure at a distorted geometry. The level of theory is wB97M-V/def2-TZVPD.

As for the expectation value of S²: 3.755. For the energy above the lowest of the compared OMol25 structures with the same formula, charge and spin, the calculation gives 214.4 kJ/mol. As for the spin multiplicity: 4. Its energy is -81410.4003 eV. The net charge is 0. For the LUMO energy (spin up / spin down), the calculation gives -0.21 / -0.21 eV. For the highest occupied orbital energy (spin up / spin down), the calculation gives -7.293 / -8.715 eV. As for the molar mass: 432.4 g/mol.

Each line ends with the Mulliken charge.
Atoms and positions in Å:
V: 0.15 0.10 -0.76  1.101
O: 0.30 1.97 -1.65  -0.835
H: 1.11 2.37 -1.33  0.097
N: 1.93 -0.88 -1.23  0.318
S: 3.23 -0.20 -2.05  0.828
O: 3.07 0.21 -3.42  -0.553
O: 4.57 -0.54 -1.64  -0.564
F: 3.08 1.21 -1.26  -0.285
S: 2.37 -2.32 -1.56  0.852
O: 3.37 -2.91 -0.71  -0.592
O: 2.46 -2.68 -2.95  -0.617
F: 1.05 -3.06 -1.01  -0.314
C: 1.24 -2.03 2.11  -1.209
C: -0.18 -1.49 2.04  -0.061
O: -0.63 -1.38 0.69  -0.055
H: 1.23 -3.03 1.69  0.333
H: 1.59 -2.17 3.13  0.441
H: 1.97 -1.47 1.53  0.095
H: -0.28 -0.58 2.64  0.020
H: -0.85 -2.18 2.57  0.540
H: -1.51 -1.75 0.69  0.171
C: -2.19 -2.35 -3.62  -1.403
C: -2.00 -1.85 -2.23  -0.003
O: -1.37 -0.56 -2.28  -0.238
H: -2.86 -1.71 -4.20  0.360
H: -2.62 -3.36 -3.70  0.402
H: -1.25 -2.54 -4.15  0.325
H: -1.44 -2.59 -1.66  0.206
H: -2.96 -1.84 -1.70  0.254
H: -1.94 -0.02 -2.84  0.226
C: -2.91 2.75 1.68  -1.698
C: -2.28 1.37 1.57  0.284
O: -1.80 1.11 0.26  -0.140
H: -2.35 3.51 1.13  0.437
H: -2.87 3.03 2.73  0.384
H: -3.92 2.71 1.29  0.454
H: -3.04 0.65 1.90  0.253
H: -1.49 1.25 2.31  -0.151
H: -2.22 1.79 -0.27  0.197
C: 0.75 2.91 2.38  -1.074
C: 1.82 2.39 1.43  -0.344
O: 1.40 1.05 1.02  -0.023
H: -0.11 3.30 1.82  0.074
H: 1.16 3.74 2.96  0.458
H: 0.39 2.22 3.14  0.290
H: 2.75 2.29 1.98  0.418
H: 1.85 3.04 0.56  0.241
H: 2.22 0.54 0.98  0.099

This record from the OMol25 dataset describes a 9-piece molecular cluster, C6H27O10 overall at a distorted geometry. The level of theory is wB97M-V/def2-TZVPD.

For the energy above the lowest of the compared OMol25 structures with the same formula, charge and spin, the calculation gives 169.1 kJ/mol. Its energy is -27136.2192 eV. The net charge is -1. For the LUMO energy, the calculation gives 2.54 eV. For the highest occupied orbital energy, the calculation gives -4.967 eV. As for the molar mass: 259.3 g/mol.

Each line ends with the Mulliken charge.
Atoms and positions in Å:
C: 0.82 0.46 -1.08  -0.613
C: 0.25 -0.94 -1.42  0.517
O: -0.65 -1.47 -0.77  -0.623
O: 0.55 -1.49 -2.52  -0.739
H: -0.03 1.08 -0.81  0.035
H: 1.19 0.79 -2.05  0.207
H: 1.63 0.41 -0.35  0.214
C: 1.13 3.14 1.97  -0.784
C: 1.03 2.30 3.29  -0.039
O: 1.63 3.16 4.24  -0.529
H: 2.13 3.06 1.55  0.282
H: 0.77 4.16 2.11  0.322
H: 0.53 2.54 1.29  0.106
H: 1.56 1.35 3.32  0.223
H: -0.03 2.13 3.50  0.153
H: 1.21 2.98 5.09  0.288
C: -3.18 0.48 0.58  -0.445
C: -3.66 0.87 1.97  -0.414
O: -3.24 -0.02 2.97  -0.482
H: -2.92 1.26 -0.13  0.309
H: -3.92 -0.15 0.08  0.294
H: -2.36 -0.24 0.57  -0.122
H: -4.73 1.03 1.84  0.349
H: -3.25 1.84 2.26  0.236
H: -4.04 -0.52 3.12  0.278
O: -2.88 -1.74 -3.06  -0.602
H: -3.72 -1.29 -3.01  0.282
H: -2.25 -1.13 -2.67  0.304
O: -1.00 -1.80 2.37  -0.681
H: -0.86 -1.62 1.44  0.321
H: -1.57 -1.10 2.67  0.378
O: 3.09 -2.49 1.10  -0.656
H: 2.50 -1.80 1.39  0.315
H: 2.73 -2.77 0.25  0.377
O: 1.56 1.05 -5.20  -0.697
H: 0.72 0.78 -4.81  0.304
H: 2.20 0.44 -4.84  0.467
O: 3.06 -0.90 -4.05  -0.747
H: 2.23 -0.92 -3.57  0.377
H: 3.58 -1.61 -3.68  0.295
O: 2.35 -3.87 -1.61  -0.622
H: 3.09 -4.25 -1.13  0.282
H: 2.76 -3.23 -2.19  0.281

This record from the OMol25 dataset describes an isolated molecule of C3H5N5 at a distorted geometry. The level of theory is wB97M-V/def2-TZVPD.

For the energy above the lowest of the compared OMol25 structures with the same formula, charge and spin, the calculation gives 441.5 kJ/mol. Its energy is -10638.2980 eV. The net charge is 0. The SMILES is c1nc[nH]nc[nH]n1. For the LUMO energy, the calculation gives 0.85 eV. For the highest occupied orbital energy, the calculation gives -8.217 eV. As for the molar mass: 111.1 g/mol.

Each line ends with the Mulliken charge.
Atoms and positions in Å:
C: -1.30 0.28 0.92  -0.028
C: 1.41 0.76 -0.37  0.084
C: 0.76 -1.45 -0.34  0.115
H: -2.38 -1.20 0.01  0.305
H: -1.92 0.21 1.75  0.379
H: 0.41 2.31 -0.82  0.259
H: 2.26 1.30 -0.79  0.355
H: 1.44 -2.31 -0.46  0.328
N: -1.42 -0.73 -0.12  -0.185
N: -0.67 1.36 0.82  -0.513
N: 0.33 1.52 -0.21  -0.011
N: 1.56 -0.44 0.00  -0.576
N: -0.48 -1.62 -0.39  -0.512

This record from the OMol25 dataset describes AlHO as an isolated structure at a distorted geometry. The level of theory is wB97M-V/def2-TZVPD.

For the energy above the lowest of the compared OMol25 structures with the same formula, charge and spin, the calculation gives 105.5 kJ/mol. Its energy is -8631.8347 eV. The net charge is +2. For the LUMO energy, the calculation gives -18.21 eV. For the highest occupied orbital energy, the calculation gives -24.284 eV. As for the molar mass: 44.0 g/mol.

Each line ends with the Mulliken charge.
Atoms and positions in Å:
Al: 1.45 -0.88 1.24  1.568
O: -0.69 0.10 -0.25  -0.038
H: -0.76 0.78 -0.99  0.469

This record from the OMol25 dataset describes C2H2O2Sm as an isolated structure at a distorted geometry. The level of theory is wB97M-V/def2-TZVPD.

As for the expectation value of S²: 12.348. For the energy above the lowest of the compared OMol25 structures with the same formula, charge and spin, the calculation gives 447.4 kJ/mol. As for the spin multiplicity: 7. Its energy is -24099.1440 eV. The net charge is 0. For the LUMO energy (spin up / spin down), the calculation gives -1.13 / -0.99 eV. For the highest occupied orbital energy (spin up / spin down), the calculation gives -6.443 / -7.344 eV. As for the molar mass: 208.4 g/mol.

Each line ends with the Mulliken charge.
Atoms and positions in Å:
O: -2.23 1.22 -0.11  -0.506
C: -1.05 0.92 -0.16  0.687
C: 0.20 0.73 0.04  -0.780
O: 1.19 -0.23 -0.08  -0.654
Sm: 2.57 1.52 0.09  1.254
H: -2.87 -2.01 0.12  0.014
H: -3.44 -1.51 0.06  -0.014

This record from the OMol25 dataset describes C5H4CdO4 as an isolated structure at a distorted geometry. The level of theory is wB97M-V/def2-TZVPD.

Its energy is -17981.1769 eV. The net charge is +2. For the LUMO energy, the calculation gives -9.52 eV. For the highest occupied orbital energy, the calculation gives -17.185 eV. As for the molar mass: 240.5 g/mol.

Each line ends with the Mulliken charge.
Atoms and positions in Å:
C: -2.08 1.78 2.22  -0.252
C: -2.18 2.84 2.79  0.121
H: -2.34 3.78 3.28  0.426
H: -0.53 2.23 0.71  0.333
O: -2.08 0.64 1.55  -0.293
C: -1.29 0.49 0.48  0.961
O: -1.32 -0.60 -0.08  -0.604
O: -0.46 1.42 0.16  -0.299
Cd: -0.29 -1.73 -1.22  1.025
C: 2.45 -1.99 -2.08  0.843
C: 1.46 -2.74 -1.96  -0.887
O: 3.36 -1.15 -2.14  -0.290
H: 1.27 -3.76 -2.29  0.459
H: 4.03 -1.21 -1.43  0.456

What did the third record say?
This record from the OMol25 dataset describes an isolated molecule of C3H5N5 at a distorted geometry. The level of theory is wB97M-V/def2-TZVPD.

For the energy above the lowest of the compared OMol25 structures with the same formula, charge and spin, the calculation gives 441.5 kJ/mol. Its energy is -10638.2980 eV. The net charge is 0. The SMILES is c1nc[nH]nc[nH]n1. For the LUMO energy, the calculation gives 0.85 eV. For the highest occupied orbital energy, the calculation gives -8.217 eV. As for the molar mass: 111.1 g/mol.

Each line ends with the Mulliken charge.
Atoms and positions in Å:
C: -1.30 0.28 0.92  -0.028
C: 1.41 0.76 -0.37  0.084
C: 0.76 -1.45 -0.34  0.115
H: -2.38 -1.20 0.01  0.305
H: -1.92 0.21 1.75  0.379
H: 0.41 2.31 -0.82  0.259
H: 2.26 1.30 -0.79  0.355
H: 1.44 -2.31 -0.46  0.328
N: -1.42 -0.73 -0.12  -0.185
N: -0.67 1.36 0.82  -0.513
N: 0.33 1.52 -0.21  -0.011
N: 1.56 -0.44 0.00  -0.576
N: -0.48 -1.62 -0.39  -0.512